Molecular formula: CH4INO2
Method: DFT, ωB97M-V with the def2-TZVPD basis set

Element x y z (Å)
C -1.097 0.941 0.487
N 1.103 -0.594 -0.388
O -0.249 1.414 -0.208
O 0.322 -0.996 0.625
I -2.703 -0.316 -0.113
H -1.003 1.063 1.595
H 2.104 -0.809 -0.199
H 0.933 -1.215 -1.168
H 0.591 0.513 -0.629

- Net charge: 0
- Energy above the lowest of the compared OMol25 structures with the same formula, charge and spin: 118.47 kJ/mol
- HOMO level: -8.8 eV
- Multiplicity: 1

Atom charges from the Löwdin analysis, given in e for atoms 1 to 6:
1. C -0.73
2. N -0.09
3. O -0.10
4. O -0.35
5. I 0.80
6. H 0.09

***

Molecular formula: C38H51Cl3N2O3PPtSi
Method: DFT, ωB97M-V with the def2-TZVPD basis set

Element x y z (Å)
C -2.152 -3.171 -4.576
C -2.502 -2.044 -3.634
H -3.024 -3.841 -4.662
H -1.293 -3.769 -4.264
H -1.919 -2.758 -5.572
C -3.742 -1.404 -3.781
C -4.730 -1.663 -4.861
H -4.054 -0.690 -3.038
H -5.200 -2.661 -4.847
H -4.373 -1.519 -5.896
H -5.549 -0.950 -4.683
Pt 1.740 -0.099 0.630
Cl 2.721 -1.924 -0.665
Cl -0.853 -2.604 0.567
H 4.133 0.138 4.492
H 5.944 -2.840 3.527
C 3.796 -0.883 4.727
C 4.901 -2.989 3.869
N 4.084 -1.800 3.622
H 2.717 -0.865 4.937
C 3.539 -1.560 2.438
O 2.717 -0.585 2.371
H 4.484 -3.841 3.312
H 3.817 -2.202 1.576
H 4.336 -1.276 5.593
H 4.871 -3.193 4.939
H -3.672 -2.468 0.145
H -4.985 -0.039 -1.138
C -4.088 -1.809 0.917
C -4.907 0.288 -0.090
N -3.827 -0.424 0.582
H -3.619 -2.034 1.876
C -2.837 0.264 1.237
O -2.104 -0.194 2.107
H -4.717 1.366 -0.076
H -2.759 1.313 0.894
H -5.166 -1.967 0.962
H -5.864 0.063 0.403
O -2.005 -2.139 -2.106
C -1.309 -1.323 -2.988
C -2.246 0.778 -1.966
C -1.479 0.155 -2.967
H -2.655 0.127 -1.198
C -2.394 2.161 -1.927
H -0.308 -1.711 -3.205
C -0.984 0.932 -4.029
H -2.903 2.609 -1.071
C -1.859 2.933 -2.966
C -1.185 2.309 -4.022
H -0.447 0.415 -4.835
H -2.013 4.011 -2.942
H -0.794 2.929 -4.836
Si -0.831 -4.468 -0.331
Cl 0.287 0.448 -0.884
C -2.127 -5.455 0.588
C 0.972 -5.026 -0.161
C -1.004 -4.549 -2.169
H -3.088 -4.918 0.640
H -1.806 -5.695 1.613
H -2.270 -6.402 0.050
H -2.043 -4.264 -2.377
H -0.772 -5.511 -2.653
H -0.277 -3.808 -2.525
H 1.654 -4.240 -0.516
H 1.125 -5.924 -0.774
H 1.233 -5.253 0.881
C 5.642 2.447 3.680
C 4.495 3.154 4.050
C 3.340 3.086 3.263
C 3.340 2.290 2.116
C 4.517 1.656 1.701
C 5.654 1.703 2.499
P 1.841 2.058 1.112
C 0.347 2.643 1.978
C 0.061 2.158 3.266
C -1.053 2.637 3.961
C -1.897 3.577 3.368
C -1.679 3.980 2.047
C -0.593 3.463 1.334
C 2.106 3.112 -0.366
C 1.865 4.487 -0.276
C 1.785 5.262 -1.436
C 2.019 4.685 -2.686
C 2.377 3.339 -2.767
C 2.489 2.574 -1.605
H 6.534 2.475 4.310
H 4.496 3.767 4.950
H 2.449 3.660 3.522
H 4.534 1.121 0.749
H 6.555 1.164 2.190
H 0.711 1.406 3.713
H -1.264 2.272 4.966
H -2.758 3.961 3.917
H -2.353 4.684 1.564
H -0.462 3.729 0.285
H 1.706 4.944 0.703
H 1.540 6.322 -1.360
H 1.949 5.287 -3.596
H 2.556 2.870 -3.736
H 2.814 1.538 -1.679

- Net charge: -1
- Energy above the lowest of the compared OMol25 structures with the same formula, charge and spin: 327.39 kJ/mol
- HOMO level (spin up / spin down): -0.6 / -3.8 eV
- Multiplicity: 3

Atom charges from the Löwdin analysis, given in e for atoms 1 to 6:
1. C -0.04
2. C -0.32
3. H 0.09
4. H 0.05
5. H 0.10
6. C -0.05

***

Molecular formula: H4NPS
Method: DFT, ωB97M-V with the def2-TZVPD basis set

Element x y z (Å)
N 0.053 -0.224 1.337
P -1.245 -0.233 0.308
S 0.970 0.801 -2.004
H 0.925 -0.697 1.667
H 0.150 0.677 1.862
H -0.991 -1.542 -0.202
H 0.139 1.217 -2.969

- Net charge: 0
- Energy above the lowest of the compared OMol25 structures with the same formula, charge and spin: 234.19 kJ/mol
- HOMO level (spin up / spin down): -8.6 / -7.6 eV
- Multiplicity: 1

Atom charges from the Löwdin analysis, given in e for atoms 1 to 6:
1. N -0.40
2. P 0.73
3. S 0.07
4. H 0.08
5. H 0.04
6. H -0.15

***

Molecular formula: C9H9Cl2O2Zr
Method: DFT, ωB97M-V with the def2-TZVPD basis set

Element x y z (Å)
Zr 6.210 8.408 5.613
C 6.543 4.289 4.105
C 7.084 5.617 4.761
O 6.413 6.670 4.541
C 8.236 5.681 5.527
C 9.050 4.471 5.561
C 10.258 4.577 6.128
C 10.668 5.698 6.872
C 9.945 6.874 6.880
C 8.700 6.880 6.210
O 7.898 8.041 6.298
H 5.534 4.344 3.740
H 6.646 3.445 4.805
H 7.128 4.062 3.151
H 8.593 3.570 5.080
H 10.994 3.729 6.072
H 11.658 5.716 7.344
H 10.300 7.734 7.366
Cl 4.908 9.174 7.628
C 4.361 10.732 6.953
Cl 5.223 10.936 5.402
H 4.628 11.514 7.591
H 3.306 10.708 6.797

- Net charge: +3
- HOMO level: -20.1 eV
- Multiplicity: 1

Atom charges from the Löwdin analysis, given in e for atoms 1 to 6:
1. Zr 1.83
2. C 0.06
3. C -0.27
4. O -0.14
5. C -0.09
6. C 0.07

***

Molecular formula: C14H27CeI2O4PS2V
Method: DFT, ωB97M-V with the def2-TZVPD basis set

Element x y z (Å)
I -0.133 -3.213 -1.199
I 0.031 -1.722 -3.999
V 0.376 0.445 -2.687
Ce 0.502 -0.723 0.755
S 2.133 0.166 -1.161
S -1.069 0.592 -0.956
C 2.822 0.219 2.392
C 3.848 -0.751 -1.735
C -3.031 0.285 -1.218
C 3.903 -0.781 -3.257
C 4.934 0.144 -1.133
C 3.834 -2.147 -1.148
C -3.337 -0.034 -2.671
C -3.646 1.620 -0.798
C -3.376 -0.873 -0.301
C 1.639 1.540 -3.559
C -0.717 1.667 -3.608
O 3.669 0.616 3.060
O 2.268 2.391 -4.063
O -1.302 2.521 -4.167
H 3.867 0.225 -3.698
H 3.072 -1.376 -3.672
H 4.853 -1.254 -3.566
H 4.806 1.181 -1.469
H 5.926 -0.205 -1.451
H 4.898 0.122 -0.036
H 3.841 -2.118 -0.052
H 4.735 -2.687 -1.476
H 2.938 -2.694 -1.474
H -4.431 -0.152 -2.758
H -2.833 -0.958 -2.993
H -3.013 0.774 -3.337
H -4.736 1.572 -0.934
H -3.253 2.429 -1.427
H -3.430 1.844 0.254
H -4.455 -1.084 -0.376
H -3.148 -0.634 0.743
H -2.820 -1.780 -0.578
C -1.998 1.909 3.922
P -1.221 0.317 3.867
C -0.054 0.153 5.204
C -2.431 -1.001 3.967
O -0.466 0.194 2.526
H -2.943 1.871 3.363
H -1.352 2.689 3.494
H -2.206 2.142 4.970
H -0.576 0.119 6.171
H 0.528 -0.776 5.092
H 0.631 1.015 5.213
H -3.381 -0.614 3.569
H -2.105 -1.876 3.381
H -2.588 -1.307 5.014

- Net charge: +4
- HOMO level (spin up / spin down): -21.2 / -22.1 eV
- Multiplicity: 4

Atom charges from the Löwdin analysis, given in e for atoms 1 to 6:
1. I 0.68
2. I 0.85
3. V -0.11
4. Ce 0.44
5. S 0.61
6. S 0.64

***

Molecular formula: C11H20MnN2O3
Method: DFT, ωB97M-V with the def2-TZVPD basis set

Element x y z (Å)
Mn -0.001 0.507 -0.363
C -0.615 2.736 -2.319
O -0.545 2.207 -0.915
C -0.659 3.250 0.139
C -0.865 2.477 1.413
O 0.024 1.281 1.335
C 1.377 1.302 1.960
C 2.388 1.312 0.839
O 1.847 0.383 -0.185
C 2.796 0.059 -1.296
H -1.635 3.079 -2.476
H 0.112 3.540 -2.409
H -0.372 1.907 -2.983
H 0.259 3.839 0.109
H -1.516 3.882 -0.097
H -0.613 3.044 2.308
H -1.872 2.073 1.511
H 1.457 2.182 2.598
H 1.427 0.407 2.577
H 2.519 2.286 0.366
H 3.355 0.929 1.165
H 3.617 -0.501 -0.853
H 2.251 -0.559 -2.007
H 3.134 0.991 -1.744
N -2.180 -5.135 0.284
C -1.659 -3.925 0.166
C -2.116 -3.026 -0.850
C -1.533 -1.782 -0.925
N -0.545 -1.382 -0.082
C -0.108 -2.218 0.890
C -0.624 -3.485 1.051
H -2.921 -5.477 -0.336
H -1.871 -5.797 1.004
H -2.896 -3.308 -1.550
H -1.862 -1.087 -1.694
H 0.683 -1.862 1.536
H -0.239 -4.130 1.834

- Net charge: +4
- Energy above the lowest of the compared OMol25 structures with the same formula, charge and spin: 39.39 kJ/mol
- HOMO level (spin up / spin down): -23.7 / -23.6 eV
- Multiplicity: 2

Atom charges from the Löwdin analysis, given in e for atoms 1 to 6:
1. Mn 1.06
2. C 0.10
3. O -0.29
4. C -0.04
5. C -0.02
6. O -0.23

***

Molecular formula: CH7O5
Method: DFT, ωB97M-V with the def2-TZVPD basis set

Element x y z (Å)
O 0.812 1.186 1.381
C -0.194 0.441 1.426
O -0.801 -0.076 0.464
H -0.575 0.211 2.444
H -3.616 -1.418 0.339
H -2.429 -0.583 -0.063
O -3.297 -0.895 -0.403
H 0.043 -0.344 -1.568
H 1.489 -0.051 -1.651
O 0.760 -0.355 -2.222
H 1.940 0.399 0.318
H 3.110 1.191 -0.225
O 2.757 0.294 -0.239

- Net charge: -1
- Energy above the lowest of the compared OMol25 structures with the same formula, charge and spin: 10.81 kJ/mol
- HOMO level: -5.6 eV
- Multiplicity: 1

Atom charges from the Löwdin analysis, given in e for atoms 1 to 6:
1. O -0.11
2. C -0.58
3. O -0.10
4. H 0.10
5. H 0.01
6. H -0.02

***

Molecular formula: C32H24N7O4RuS2
Method: DFT, ωB97M-V with the def2-TZVPD basis set

Element x y z (Å)
Ru -0.876 0.695 0.028
C -4.049 -0.164 2.898
C -4.720 1.045 2.964
C -4.292 2.093 2.165
C -3.208 1.912 1.324
N -2.554 0.730 1.264
C -2.974 -0.278 2.038
C -2.686 2.968 0.430
C -3.233 4.238 0.342
C -2.684 5.161 -0.534
C -1.598 4.787 -1.310
C -1.101 3.506 -1.173
N -1.624 2.611 -0.324
H -4.344 -1.009 3.504
H -5.565 1.175 3.628
H -4.805 3.042 2.206
H -2.423 -1.205 1.971
H -4.082 4.515 0.948
H -3.102 6.155 -0.611
H -1.141 5.471 -2.011
H -0.257 3.178 -1.764
O 0.780 2.995 3.632
C 1.856 3.437 2.995
C 2.671 4.349 3.664
C 3.798 4.832 3.048
C 4.162 4.435 1.740
C 3.380 3.552 1.067
C 2.198 3.023 1.670
C 1.361 2.125 0.974
O 0.312 1.589 1.453
N 1.738 1.748 -0.321
N 0.877 0.989 -0.886
C 1.423 0.491 -2.103
S 0.583 -0.688 -2.948
C 1.972 -1.071 -4.067
C 2.759 0.206 -4.273
S 2.900 1.052 -2.666
H 0.303 2.348 3.085
H 2.395 4.649 4.665
H 4.428 5.533 3.580
H 5.059 4.833 1.289
H 3.645 3.236 0.068
H 1.555 -1.451 -4.998
H 2.557 -1.856 -3.585
H 2.269 0.899 -4.957
H 3.768 0.004 -4.632
O -1.877 -6.253 0.547
N -2.046 -5.860 -0.588
O -2.283 -6.535 -1.557
C -2.000 -4.391 -0.793
C -2.807 -3.892 -1.748
C -2.871 -2.479 -1.980
C -3.698 -1.890 -2.954
C -3.685 -0.526 -3.103
C -2.854 0.246 -2.283
N -2.065 -0.287 -1.361
C -2.075 -1.638 -1.203
C -1.200 -2.187 -0.209
N -0.449 -1.290 0.488
C 0.382 -1.736 1.418
C 0.522 -3.097 1.694
C -0.234 -4.015 1.007
C -1.143 -3.566 0.024
H -3.413 -4.568 -2.338
H -4.335 -2.511 -3.571
H -4.308 -0.034 -3.836
H -2.832 1.324 -2.375
H 0.944 -0.988 1.962
H 1.220 -3.415 2.455
H -0.144 -5.068 1.225

- Net charge: +3
- Energy above the lowest of the compared OMol25 structures with the same formula, charge and spin: 0.00 kJ/mol
- HOMO level (spin up / spin down): -16.1 / -16.1 eV
- Multiplicity: 1

Atom charges from the Löwdin analysis, given in e for atoms 1 to 6:
1. Ru 1.24
2. C 0.00
3. C 0.01
4. C 0.04
5. C -0.18
6. N -0.01

***

Molecular formula: C15H45FN2O9
Method: DFT, ωB97M-V with the def2-TZVPD basis set

Element x y z (Å)
N 0.493 0.748 -1.334
H 0.697 1.696 -1.005
H 0.415 0.144 -0.466
H 1.187 0.477 -2.063
H -0.434 0.714 -1.759
F 0.334 -0.430 0.826
C -0.623 1.304 4.207
C -1.949 0.947 4.906
O -2.584 -0.281 4.531
O -0.683 1.590 2.808
H 0.104 0.516 4.430
H -0.423 2.285 4.691
H -2.622 1.844 4.913
H -1.751 0.830 5.941
H -2.745 -0.215 3.561
H -0.275 0.797 2.399
C -0.516 -2.983 2.181
C -1.969 -2.646 1.707
O -2.073 -1.308 1.173
O 0.386 -3.051 1.047
H -0.432 -3.981 2.658
H -0.077 -2.191 2.757
H -2.681 -2.727 2.552
H -2.207 -3.429 0.953
H -1.226 -0.976 0.843
H 0.221 -2.292 0.500
C 2.623 2.707 0.655
C 3.052 1.285 0.925
O 2.629 0.788 2.254
O 1.199 2.885 0.477
H 3.006 2.966 -0.359
H 2.872 3.508 1.300
H 4.130 1.206 0.962
H 2.649 0.687 0.144
H 1.850 0.266 2.070
H 0.724 2.483 1.275
C -3.153 3.022 0.067
C -2.865 1.504 0.063
C -3.945 0.863 0.867
O -2.643 0.961 -1.239
H -3.388 3.288 1.108
H -4.064 3.281 -0.528
H -2.308 3.635 -0.370
H -1.927 1.276 0.544
H -4.975 1.245 0.653
H -3.785 1.063 1.946
H -3.884 -0.229 0.754
H -3.461 0.998 -1.710
C -2.171 -2.296 -1.970
O -0.760 -2.080 -1.735
C 0.015 -3.071 -2.350
C 1.494 -2.867 -2.229
N 1.933 -1.570 -2.833
C 3.318 -1.222 -2.451
C 3.794 -0.016 -3.203
O 2.856 1.069 -3.027
C 3.233 2.302 -3.589
H -2.819 -1.706 -1.304
H -2.447 -3.321 -1.860
H -2.347 -1.807 -3.002
H -0.232 -3.225 -3.382
H -0.184 -3.964 -1.774
H 1.955 -3.769 -2.687
H 1.684 -2.924 -1.172
H 1.931 -1.701 -3.868
H 3.959 -2.014 -2.665
H 3.269 -1.044 -1.377
H 3.826 -0.180 -4.279
H 4.795 0.340 -2.757
H 4.101 2.745 -3.134
H 2.373 2.958 -3.520
H 3.523 2.294 -4.648

- Net charge: 0
- HOMO level: -9.2 eV
- Multiplicity: 1

Atom charges from the Löwdin analysis, given in e for atoms 1 to 6:
1. N 0.26
2. H 0.09
3. H 0.02
4. H 0.09
5. H 0.10
6. F -0.38

***

Molecular formula: C12H36AsF6N4O6
Method: DFT, ωB97M-V with the def2-TZVPD basis set

Element x y z (Å)
C -2.309 2.126 1.657
C -1.009 2.901 1.668
C -0.761 3.790 2.855
O 0.428 4.493 2.541
C 0.789 5.465 3.488
N 0.143 1.959 1.376
H 0.827 2.443 0.806
H 0.630 1.641 2.225
H -0.196 1.051 1.005
H -2.449 1.308 2.363
H -2.506 1.827 0.626
H -3.179 2.752 1.881
H -1.028 3.456 0.729
H -0.704 3.206 3.779
H -1.565 4.526 2.961
H 0.615 5.187 4.529
H 0.419 6.475 3.288
H 1.871 5.622 3.444
C -1.460 -5.360 -0.779
C -1.249 -4.513 0.473
C 0.109 -4.679 1.089
O 0.260 -3.607 1.972
C 1.447 -3.514 2.699
N -1.520 -3.039 0.267
H -1.302 -2.630 -0.653
H -2.531 -2.903 0.258
H -1.006 -2.516 0.996
H -1.045 -6.355 -0.636
H -1.008 -4.869 -1.637
H -2.540 -5.515 -0.825
H -1.965 -4.775 1.253
H 0.954 -4.611 0.388
H 0.204 -5.609 1.665
H 1.445 -4.225 3.535
H 1.551 -2.561 3.197
H 2.374 -3.699 2.143
C 0.909 -0.231 -6.510
C 0.891 0.198 -5.033
C 1.548 1.527 -4.689
O 1.461 1.726 -3.299
C 2.198 2.881 -2.908
N -0.504 0.048 -4.451
H -0.935 -0.776 -4.865
H -0.496 -0.102 -3.427
H -1.031 0.896 -4.657
H 1.944 -0.247 -6.848
H 0.377 0.456 -7.168
H 0.503 -1.239 -6.579
H 1.490 -0.558 -4.517
H 0.866 2.250 -5.164
H 2.593 1.556 -4.991
H 1.716 3.717 -3.429
H 3.254 2.795 -3.169
H 2.120 3.133 -1.854
N -0.878 -0.438 -1.124
O -0.895 -1.414 -1.934
O -0.926 -0.656 0.101
O -0.835 0.722 -1.573
As 0.291 -0.215 4.526
F -1.401 0.055 4.163
F 0.689 1.503 4.390
F 1.964 -0.676 4.687
F -0.091 -1.902 4.725
F 0.407 -0.369 2.759
F 0.034 0.111 6.212

- Net charge: +1
- Energy above the lowest of the compared OMol25 structures with the same formula, charge and spin: 0.00 kJ/mol
- HOMO level: -12.3 eV
- Multiplicity: 1

Atom charges from the Löwdin analysis, given in e for atoms 1 to 6:
1. C -0.04
2. C -0.30
3. C -0.18
4. O -0.18
5. C -0.11
6. N 0.23